(1)
{"formula": "C35H64Cl26INO5", "method": "the ωB97M-V functional and the def2-TZVPD basis", "species": ["C", "C", "O", "C", "N", "C", "C", "O", "C", "C", "I", "C", "O", "O", "C", "O", "H", "H", "H", "H", "H", "H", "H", "H", "H", "H", "H", "H", "Cl", "C", "C", "Cl", "H", "H", "H", "H", "Cl", "C", "C", "Cl", "H", "H", "H", "H", "Cl", "C", "C", "Cl", "H", "H", "H", "H", "Cl", "C", "C", "Cl", "H", "H", "H", "H", "Cl", "C", "C", "Cl", "H", "H", "H", "H", "Cl", "C", "C", "Cl", "H", "H", "H", "H", "Cl", "C", "C", "Cl", "H", "H", "H", "H", "Cl", "C", "C", "Cl", "H", "H", "H", "H", "Cl", "C", "C", "Cl", "H", "H", "H", "H", "Cl", "C", "C", "Cl", "H", "H", "H", "H", "Cl", "C", "C", "Cl", "H", "H", "H", "H", "Cl", "C", "C", "Cl", "H", "H", "H", "H", "Cl", "C", "C", "Cl", "H", "H", "H", "H"], "xyz": [[1.09, 1.97, 4.90], [0.82, 0.50, 4.63], [1.50, 0.10, 3.43], [-0.68, 0.31, 4.42], [-1.11, -1.04, 4.84], [-2.55, -1.25, 4.63], [-3.23, -1.45, 5.98], [-4.58, -1.94, 5.78], [-5.50, -1.01, 5.51], [-6.36, -0.99, 4.49], [-6.53, -2.31, 2.95], [-7.22, 0.21, 4.64], [-8.17, 0.53, 4.00], [-6.74, 0.94, 5.71], [-5.78, 0.18, 6.37], [-5.37, 0.47, 7.45], [0.65, 2.27, 5.85], [2.16, 2.20, 4.88], [0.59, 2.56, 4.13], [1.15, -0.10, 5.47], [2.12, 0.79, 3.19], [-0.96, 0.52, 3.38], [-1.20, 1.02, 5.06], [-0.65, -1.69, 4.22], [-2.75, -2.12, 4.01], [-3.01, -0.39, 4.14], [-2.72, -2.24, 6.54], [-3.21, -0.56, 6.60], [-7.67, -4.65, 8.08], [-7.71, -2.87, 7.97], [-9.00, -2.29, 8.51], [-10.40, -2.69, 7.49], [-7.56, -2.60, 6.93], [-6.88, -2.49, 8.56], [-8.92, -1.20, 8.53], [-9.20, -2.65, 9.51], [-0.88, -0.48, 1.27], [-2.11, -0.23, 0.00], [-2.84, 1.07, 0.18], [-3.88, 1.07, 1.64], [-2.79, -1.08, 0.02], [-1.59, -0.22, -0.95], [-3.49, 1.25, -0.67], [-2.16, 1.91, 0.27], [-0.71, 1.85, -2.40], [-1.95, 2.10, -3.67], [-2.68, 3.40, -3.48], [-3.73, 3.41, -2.04], [-2.62, 1.25, -3.65], [-1.42, 2.11, -4.62], [-3.32, 3.58, -4.34], [-1.98, 4.23, -3.39], [6.08, 0.59, 1.60], [4.86, 1.19, 0.45], [4.37, 2.57, 0.81], [3.41, 2.59, 2.31], [4.04, 0.48, 0.43], [5.33, 1.22, -0.53], [3.72, 2.95, 0.02], [5.20, 3.26, 0.94], [3.65, -1.33, -4.94], [3.32, 0.42, -4.75], [1.98, 0.69, -4.12], [0.63, 0.24, -5.20], [3.40, 0.87, -5.74], [4.11, 0.82, -4.12], [1.88, 1.75, -3.92], [1.86, 0.14, -3.19], [0.82, -0.28, 7.76], [1.07, 0.06, 9.49], [2.31, 0.88, 9.74], [3.80, -0.03, 9.38], [1.11, -0.89, 10.01], [0.19, 0.60, 9.84], [2.35, 1.16, 10.79], [2.31, 1.78, 9.13], [2.34, 4.07, -1.74], [2.30, 5.81, -1.32], [1.04, 6.19, -0.60], [-0.37, 6.08, -1.68], [2.42, 6.37, -2.24], [3.16, 6.00, -0.68], [1.10, 7.23, -0.26], [0.86, 5.55, 0.26], [0.62, -0.31, -8.93], [-0.57, -1.59, -8.58], [-1.96, -1.04, -8.44], [-2.13, -0.04, -6.98], [-0.25, -2.10, -7.67], [-0.52, -2.30, -9.41], [-2.68, -1.86, -8.35], [-2.23, -0.43, -9.30], [1.34, -2.83, -11.36], [2.91, -2.01, -11.24], [4.02, -2.96, -10.87], [3.85, -3.55, -9.20], [2.82, -1.21, -10.52], [3.12, -1.57, -12.22], [4.98, -2.44, -10.93], [4.05, -3.82, -11.53], [6.71, -0.19, -6.14], [8.06, -0.13, -4.98], [7.66, -0.61, -3.61], [6.53, 0.51, -2.80], [8.43, 0.89, -4.94], [8.85, -0.77, -5.37], [8.54, -0.68, -2.97], [7.19, -1.59, -3.65], [-1.08, 7.82, -4.76], [-0.25, 7.13, -6.17], [-0.73, 5.73, -6.42], [-0.19, 4.68, -5.09], [0.82, 7.15, -5.98], [-0.46, 7.78, -7.03], [-0.30, 5.34, -7.35], [-1.81, 5.68, -6.49], [3.87, -8.08, -4.73], [4.65, -6.97, -5.89], [3.87, -6.83, -7.16], [3.87, -8.33, -8.13], [5.65, -7.34, -6.08], [4.72, -6.00, -5.40], [4.31, -6.06, -7.78], [2.83, -6.57, -6.97], [-1.23, -2.45, 9.79], [-2.00, -4.02, 10.14], [-2.95, -4.42, 9.04], [-4.38, -3.36, 8.97], [-2.51, -3.93, 11.10], [-1.21, -4.76, 10.23], [-3.31, -5.43, 9.23], [-2.47, -4.40, 8.07]], "mulliken_charge": [-1.747, 1.057, -0.353, -0.618, -0.162, -0.400, -0.453, -0.341, 0.970, -0.569, 0.187, 0.646, -0.546, -0.369, 0.425, -0.538, 0.356, 0.491, 0.398, 0.051, 0.039, -0.071, 0.325, 0.339, 0.365, 0.139, 0.191, 0.208, -0.175, 0.083, -0.421, -0.196, -0.037, 0.104, 0.296, 0.366, -0.115, -0.347, -0.416, -0.162, 0.411, 0.142, 0.234, 0.287, -0.124, -0.482, 0.093, -0.198, 0.417, 0.201, 0.354, -0.280, -0.209, -0.039, 0.252, -0.198, 0.360, -0.097, -0.386, 0.393, -0.181, -0.153, -0.411, -0.078, 0.342, 0.125, 0.030, 0.298, -0.116, -0.598, -0.472, -0.197, 0.383, 0.325, 0.340, 0.320, -0.120, -0.593, -0.517, -0.105, 0.332, 0.325, 0.332, 0.319, -0.180, -0.335, -0.563, -0.093, 0.293, 0.235, 0.325, 0.320, -0.193, -0.302, -0.473, -0.167, 0.193, 0.328, 0.306, 0.316, -0.138, -0.462, -0.571, -0.174, 0.315, 0.310, 0.375, 0.283, -0.165, -0.400, -0.626, -0.050, 0.279, 0.344, 0.330, 0.302, -0.191, -0.380, -0.179, -0.193, 0.328, 0.242, 0.036, 0.339, -0.127, -0.477, -0.615, -0.103, 0.326, 0.296, 0.384, 0.288], "total_charge": 0, "multiplicity": 1}

(2)
{"formula": "C26H29FNO12", "method": "the ωB97M-V functional and the def2-TZVPD basis", "species": ["C", "C", "F", "C", "N", "C", "C", "C", "C", "C", "H", "H", "H", "H", "H", "H", "H", "H", "H", "H", "H", "H", "H", "H", "H", "H", "H", "C", "C", "C", "O", "C", "C", "C", "O", "O", "O", "H", "H", "H", "H", "C", "C", "C", "O", "C", "C", "C", "O", "O", "O", "H", "H", "H", "H", "C", "C", "C", "O", "C", "C", "C", "O", "O", "O", "H", "H", "H", "H"], "xyz": [[-0.63, 2.22, -1.92], [0.62, 2.09, -1.07], [0.66, 0.83, -0.48], [1.94, 2.40, -1.70], [2.36, 1.61, -2.93], [2.41, 0.12, -2.71], [1.16, -0.65, -3.06], [0.42, -0.22, -4.34], [0.60, 1.23, -4.80], [1.75, 2.06, -4.23], [-0.88, 1.29, -2.41], [-1.44, 2.56, -1.30], [-0.46, 2.97, -2.69], [0.51, 2.79, -0.25], [2.73, 2.22, -0.97], [2.00, 3.45, -1.96], [3.33, 1.87, -3.02], [3.25, -0.25, -3.28], [2.62, -0.03, -1.65], [0.47, -0.70, -2.24], [1.50, -1.67, -3.21], [0.66, -0.89, -5.16], [-0.63, -0.36, -4.15], [0.73, 1.23, -5.88], [-0.32, 1.77, -4.64], [1.43, 3.08, -4.09], [2.56, 2.10, -4.95], [-4.66, 2.79, 1.55], [-5.28, 2.85, 2.74], [-4.63, 2.36, 4.01], [-5.26, 2.48, 5.04], [-3.30, 1.78, 3.92], [-2.69, 1.72, 2.73], [-3.33, 2.24, 1.48], [-2.68, 2.15, 0.44], [-1.48, 1.19, 2.56], [-6.50, 3.35, 2.89], [-5.12, 3.14, 0.63], [-2.85, 1.42, 4.83], [-1.30, 1.25, 1.61], [-6.70, 3.28, 3.85], [3.45, -0.69, 3.40], [3.05, -0.51, 2.13], [3.18, -1.59, 1.10], [2.80, -1.34, -0.04], [3.77, -2.86, 1.49], [4.17, -3.04, 2.75], [4.02, -1.96, 3.80], [4.39, -2.22, 4.92], [4.71, -4.16, 3.19], [2.51, 0.63, 1.70], [3.35, 0.08, 4.15], [3.87, -3.62, 0.73], [4.91, -4.03, 4.14], [2.23, 0.50, 0.78], [-2.61, -4.01, 0.62], [-2.98, -2.99, -0.17], [-2.09, -1.79, -0.37], [-2.48, -0.91, -1.12], [-0.82, -1.74, 0.33], [-0.46, -2.76, 1.11], [-1.33, -3.98, 1.30], [-0.91, -4.86, 2.02], [0.69, -2.80, 1.78], [-4.12, -2.95, -0.82], [-3.24, -4.88, 0.77], [-0.19, -0.87, 0.18], [0.70, -3.65, 2.26], [-4.13, -2.11, -1.32]], "mulliken_charge": [-1.156, 0.856, -0.001, -1.890, 0.267, -1.167, 0.530, -0.994, -0.689, -0.758, 0.120, 0.500, 0.269, 0.569, 0.521, 0.468, 0.427, 0.540, 0.667, -0.879, 0.747, 0.426, 0.355, 0.404, 0.364, 0.353, 0.546, -1.240, 0.393, 1.096, -0.590, -0.822, 0.215, 0.809, -0.342, -0.526, -0.566, 0.454, 0.466, 0.191, 0.368, -0.804, 0.491, 0.485, -0.386, -1.159, 0.332, 1.053, -0.598, -0.579, -0.654, 0.474, 0.468, 0.371, 0.124, -1.021, 0.192, 0.747, -0.709, 0.158, -0.280, 1.109, -0.620, -0.456, -0.578, 0.460, 0.336, 0.377, 0.367], "total_charge": 1, "multiplicity": 1}

(3)
{"formula": "C4H6O2", "method": "the ωB97M-V functional and the def2-TZVPD basis", "species": ["C", "C", "O", "C", "C", "O", "H", "H", "H", "H", "H", "H"], "xyz": [[-0.37, 1.16, -1.13], [-0.85, 0.20, -0.06], [-1.97, -0.26, -0.04], [0.18, -0.19, 1.00], [0.88, -1.46, 0.55], [1.97, -1.47, 0.03], [0.63, 0.88, -1.48], [-0.29, 2.16, -0.69], [-1.08, 1.18, -1.95], [0.94, 0.58, 1.13], [-0.36, -0.39, 1.93], [0.31, -2.40, 0.71]], "mulliken_charge": [-1.105, 0.685, -0.540, -0.512, 0.028, -0.460, 0.338, 0.300, 0.321, 0.303, 0.302, 0.340], "smiles": "CC(=O)CC=O", "de_lowest_kcal_mol": 17.4, "total_charge": 0, "multiplicity": 1}

(4)
{"formula": "C4H11N4", "method": "the ωB97M-V functional and the def2-TZVPD basis", "species": ["C", "C", "C", "C", "N", "N", "N", "N", "H", "H", "H", "H", "H", "H", "H", "H", "H", "H", "H"], "xyz": [[2.46, 0.21, -0.18], [3.03, 1.24, -0.77], [-0.12, -1.71, -0.18], [0.62, -0.95, 0.86], [-1.08, -1.14, -0.71], [-2.62, 0.80, -0.16], [-0.11, 0.30, 1.08], [2.00, -0.72, 0.41], [3.07, 1.39, -1.76], [3.65, 1.83, -0.14], [0.10, -2.81, -0.30], [0.64, -1.58, 1.71], [-1.70, -1.56, -1.38], [-1.65, 0.26, 0.18], [-2.29, 1.08, -1.07], [0.13, 1.13, 0.37], [0.28, 0.61, 2.02], [-3.33, 0.00, -0.33], [-3.09, 1.61, 0.36]], "mulliken_charge": [0.779, -1.129, -0.343, 0.010, -0.461, -0.570, -0.814, -0.385, 0.346, 0.249, 0.405, 0.414, 0.259, 0.516, 0.389, 0.331, 0.277, 0.388, 0.338], "de_lowest_kcal_mol": 82.3, "total_charge": 1, "multiplicity": 1}

(5)
{"formula": "C17H31BrF9N2O9P2S", "method": "the ωB97M-V functional and the def2-TZVPD basis", "species": ["C", "C", "O", "C", "C", "O", "C", "C", "O", "C", "C", "C", "N", "C", "C", "C", "C", "Br", "P", "N", "O", "O", "C", "O", "O", "C", "C", "S", "O", "O", "C", "F", "F", "F", "H", "H", "H", "H", "H", "H", "H", "H", "H", "H", "H", "H", "H", "H", "H", "H", "H", "H", "H", "H", "H", "H", "H", "H", "H", "H", "H", "H", "H", "H", "H", "F", "P", "F", "F", "F", "F", "F"], "xyz": [[4.79, -1.53, 1.78], [5.38, -1.43, 0.30], [5.31, -0.05, -0.13], [3.93, 0.31, -0.33], [3.80, 1.39, -1.51], [2.46, 1.94, -1.45], [1.55, 1.15, -2.26], [0.02, 1.59, -2.01], [-0.65, 0.61, -1.18], [-1.73, -0.06, -1.82], [-2.97, -0.43, -0.83], [-4.13, -0.61, -1.98], [-3.72, -1.58, -3.06], [-3.30, 0.67, 0.33], [-4.28, 1.77, -0.27], [-4.53, 3.14, 0.48], [-4.70, 3.09, 2.07], [-3.31, 4.63, -0.14], [-2.00, 1.05, 1.63], [-2.66, 0.91, 3.10], [-1.35, 2.62, 1.56], [-0.68, -0.04, 1.65], [-4.23, -0.36, 1.19], [-5.41, -0.28, 1.55], [-3.27, -1.44, 1.35], [-2.87, -1.84, -0.01], [-4.04, -2.95, -0.27], [-1.36, -2.91, -0.21], [-1.40, -3.75, -1.48], [-0.05, -2.19, -0.24], [-1.19, -4.19, 1.18], [0.14, -4.23, 1.64], [-1.42, -5.49, 0.64], [-2.07, -3.98, 2.25], [5.54, -2.04, 2.49], [3.81, -2.13, 1.82], [4.56, -0.50, 2.24], [4.80, -2.14, -0.42], [6.48, -1.74, 0.25], [3.43, 0.76, 0.60], [3.28, -0.61, -0.62], [4.04, 0.93, -2.53], [4.61, 2.18, -1.30], [1.68, 0.05, -1.99], [1.78, 1.40, -3.35], [-0.52, 1.88, -2.96], [0.09, 2.56, -1.38], [-1.29, -1.02, -2.31], [-2.16, 0.53, -2.72], [-5.15, -0.85, -1.53], [-4.29, 0.37, -2.56], [-3.39, -1.09, -3.89], [-3.07, -2.29, -2.72], [-5.31, 1.30, -0.46], [-3.88, 2.04, -1.32], [-5.55, 3.50, 0.09], [-5.48, 3.88, 2.36], [-4.95, 2.07, 2.50], [-3.71, 3.41, 2.55], [-2.15, 0.17, 3.61], [-0.52, 2.57, 1.02], [0.13, 0.49, 1.45], [-5.09, -2.51, -0.23], [-3.93, -3.51, -1.24], [-3.97, -3.73, 0.58], [10.05, 1.66, 1.73], [8.59, 1.23, 1.21], [8.43, 2.80, 1.53], [9.36, 0.21, 0.22], [7.98, 1.55, -0.25], [7.06, 1.06, 1.71], [8.65, 0.06, 2.32]], "mulliken_charge": [-0.796, -0.240, -0.319, -0.127, -0.438, -0.359, -0.212, -0.610, 0.395, -1.675, 1.270, -1.033, -0.625, 1.388, -0.814, -0.424, -0.942, -0.183, 0.898, -1.018, -0.491, -0.421, -0.436, -0.510, -0.370, 0.066, -1.512, 1.267, -0.660, -0.595, 0.612, -0.191, -0.214, -0.177, 0.277, 0.182, 0.237, 0.291, 0.374, 0.106, 0.140, 0.245, 0.264, 0.225, 0.247, 0.338, 0.255, 0.238, 0.566, 0.379, 0.497, 0.330, 0.258, 0.324, 0.244, 0.541, 0.356, 0.195, 0.270, 0.252, 0.334, 0.269, 0.423, 0.417, 0.426, -0.331, 0.970, -0.346, -0.345, -0.316, -0.283, -0.351], "total_charge": -1, "multiplicity": 1}

(6)
{"formula": "C8H18BClN2O4", "method": "the ωB97M-V functional and the def2-TZVPD basis", "species": ["C", "N", "C", "B", "C", "C", "C", "Cl", "C", "O", "N", "O", "H", "H", "H", "H", "H", "H", "H", "H", "H", "H", "H", "H", "H", "H", "O", "C", "C", "O", "H", "H", "H", "H"], "xyz": [[1.40, -3.37, 0.86], [0.77, -3.07, -0.43], [1.11, -1.72, -0.93], [0.80, -0.52, 0.06], [-0.51, -0.47, 0.92], [-1.77, -0.69, 0.08], [-3.05, -0.78, 0.87], [-3.05, -2.05, 2.17], [1.76, 0.68, 0.15], [3.23, 0.46, 0.12], [3.59, -0.13, 1.32], [4.14, 0.63, 2.04], [2.30, -2.76, 1.05], [0.69, -3.23, 1.68], [1.70, -4.42, 0.89], [1.16, -3.73, -1.09], [2.14, -1.67, -1.31], [0.46, -1.52, -1.79], [-0.57, 0.54, 1.34], [-0.42, -1.19, 1.74], [-1.67, -1.57, -0.57], [-1.85, 0.21, -0.53], [-3.27, 0.16, 1.37], [-3.89, -1.05, 0.23], [1.42, 1.32, -0.71], [1.55, 1.28, 1.04], [-1.74, 5.22, -1.80], [-1.28, 3.95, -1.96], [-0.76, 3.23, -0.68], [-0.28, 1.95, -0.84], [-0.43, 3.86, -2.69], [-2.06, 3.24, -2.37], [-1.61, 3.29, 0.04], [0.00, 3.93, -0.25]], "mulliken_charge": [-0.798, -0.291, -0.998, 0.680, -0.516, -0.541, -0.616, -0.296, -0.520, -0.238, 0.239, -0.416, 0.221, 0.180, 0.405, 0.269, 0.235, 0.314, 0.208, 0.511, 0.290, 0.150, 0.333, 0.412, 0.285, 0.337, -0.908, -0.358, -0.770, -0.341, 0.073, 0.057, 0.176, 0.234], "de_lowest_kcal_mol": 0.0, "total_charge": -2, "multiplicity": 1}

The calculation returns the following LUMO level values, one per record and in order: -0.585, -3.589, 0.551, -3.354, 1.212, 4.628 eV.
The calculation returns the following DFT total energy values, one per record and in order: -382747.1915, -56202.3509, -8339.7069, -10277.6193, -163450.2789, -32949.9945 eV.
The calculation returns the following HOMO-LUMO gap values, one per record and in order: 8.2, 8.0, 10.5, 8.6, 8.3, 3.4 eV.